Computed, not measured: one molecule with the formula C3H4N2O3, with ωB97M-V with the def2-TZVPD basis set.

The geometry in XYZ format:
```
12
Properties=species:S:1:pos:R:3:forces:R:3
C -0.36904 1.38713 1.28306 -1.686 -1.149 1.875
C -0.09216 0.34243 0.29740 -0.472 -0.708 -1.302
O 0.11623 -0.91302 0.77362 -0.356 0.656 -0.566
C 0.34813 -1.78452 -0.26050 1.757 -1.754 -0.295
O 0.53489 -2.94079 0.00247 -0.560 0.077 -0.391
N 0.58378 -1.12983 -1.45184 -1.138 2.624 3.575
N -0.01662 0.42114 -1.00670 1.432 -2.354 -1.268
O -0.02236 1.22407 -1.93322 -0.516 0.560 1.016
H -0.31629 2.28703 0.77547 0.615 2.105 -0.641
H 0.40144 1.21863 2.07436 -0.737 0.657 -0.434
H -1.45667 1.41845 1.76178 2.247 -0.711 -0.988
H 0.28867 -1.53072 -2.31590 -0.587 -0.005 -0.580
```
Positions in Å, forces in eV/Å.

For the energy, the calculation gives -451.83004 a.u. As for the energy above the lowest of the compared OMol25 structures with the same formula, charge and spin: 393.1 kJ/mol. Its SMILES is Cc1oc(=O)[nH][n+]1[O-]. Its HOMO-LUMO gap is 9.744 eV.

Calculated atomic charges, method Mulliken, unit e: atom 1 (C): -0.983, atom 2 (C): 0.635, atom 3 (O): -0.293, atom 4 (C): 0.507, atom 5 (O): -0.540, atom 6 (N): -0.311, atom 7 (N): 0.480, atom 8 (O): -0.649, atom 9 (H): 0.360, atom 10 (H): 0.269, atom 11 (H): 0.255, atom 12 (H): 0.272

***

Computed, not measured: C46H33N3O4PdS2 as an isolated structure, with ωB97M-V with the def2-TZVPD basis set.

The geometry in XYZ format:
```
89
Properties=species:S:1:pos:R:3:forces:R:3
Pd 1.11186 -0.29036 1.70867 2.321 -0.864 2.865
C -2.09933 7.28692 -0.31149 -0.034 -0.097 -0.138
C -1.74217 5.87787 0.05462 -0.063 0.098 0.001
C -0.45398 5.55520 0.50358 0.068 0.007 0.046
C -0.12402 4.26446 0.86600 0.012 0.025 -0.069
C -1.10247 3.27476 0.76922 0.005 -0.140 0.187
C -2.39550 3.56105 0.32524 -0.011 -0.052 0.012
C -2.70220 4.86006 -0.02983 -0.038 0.021 -0.040
S -0.79473 1.61310 1.26863 -0.300 1.019 -0.984
O 0.17641 1.60471 2.42468 -0.140 -0.640 -0.244
C 0.36600 1.31418 -0.16809 -0.067 0.622 0.194
C 1.69441 1.62933 -0.00179 -0.558 -0.342 -0.093
C 2.46096 2.00794 -1.14363 0.126 0.126 -0.283
C 1.82847 2.40811 -2.31076 0.088 -0.371 0.029
C 2.53825 3.19842 -3.25510 0.108 0.049 -0.005
C 1.85247 3.88431 -4.22829 -0.050 0.103 -0.073
C 0.45910 3.80122 -4.26118 0.101 -0.020 0.074
C -0.24839 2.94433 -3.40379 -0.139 0.005 0.070
C 0.41805 2.18697 -2.46779 -0.026 0.229 0.043
C -0.22501 1.24918 -1.52374 -0.295 0.010 0.159
C -1.30173 0.43852 -1.80613 0.324 -0.230 0.026
C -1.96430 0.31999 -3.12558 0.036 -0.226 -0.062
C -1.31360 0.28602 -4.33676 0.183 -0.038 0.040
C -2.03860 0.18293 -5.53703 -0.094 -0.016 0.077
C -3.42786 0.14037 -5.54083 0.057 0.003 -0.128
C -4.09861 0.08951 -4.33581 -0.168 -0.057 -0.019
C -3.37708 0.10155 -3.12031 -0.117 0.354 0.243
C -4.01666 -0.23578 -1.92687 -0.047 -0.073 -0.215
C -3.25899 -0.62161 -0.78674 -0.109 0.267 0.282
C -1.93194 -0.37639 -0.75391 0.134 -0.214 -0.199
S -0.89696 -1.38377 0.41188 -0.572 -0.387 0.113
O -1.41946 -1.18630 1.79632 -0.010 0.079 -0.197
C -1.44824 -2.96464 -0.13073 0.286 -0.001 -0.238
C -1.06389 -3.40378 -1.39701 -0.020 0.019 -0.072
C -1.51014 -4.63692 -1.83275 0.080 0.031 -0.040
C -2.30779 -5.44534 -1.01308 -0.044 -0.100 -0.083
C -2.75066 -6.80247 -1.47270 0.107 -0.039 0.159
C -2.65186 -4.97809 0.25760 -0.008 -0.040 0.066
C -2.21863 -3.74625 0.71838 -0.186 0.099 0.083
H -1.36418 8.00423 0.04451 -0.018 -0.015 0.045
H -3.08402 7.55392 0.07024 0.024 0.006 0.109
H -2.16690 7.38772 -1.39827 0.058 -0.026 -0.007
H 0.28724 6.34042 0.59126 -0.029 -0.014 0.029
H 0.86128 4.03528 1.25692 -0.041 0.040 -0.006
H -3.15242 2.78250 0.29643 0.016 0.080 0.035
H -3.71024 5.10831 -0.34175 0.037 -0.018 0.011
H 2.13010 1.77942 0.97983 -0.027 0.169 0.128
H 3.53160 2.17352 -1.04791 -0.077 -0.001 0.066
H 3.61378 3.30393 -3.15969 -0.047 -0.013 0.014
H 2.37685 4.52616 -4.92432 -0.010 -0.031 0.005
H -0.09249 4.41941 -4.96121 0.014 -0.041 0.023
H -1.32971 2.92136 -3.44905 0.054 -0.021 -0.100
H -0.23104 0.29099 -4.37249 -0.047 0.097 -0.060
H -1.50112 0.13335 -6.47678 0.003 -0.002 0.030
H -3.97026 0.10474 -6.47677 0.001 -0.014 0.034
H -5.17894 -0.00957 -4.31250 0.050 -0.002 0.019
H -5.09620 -0.36831 -1.92271 0.074 -0.018 0.013
H -3.73341 -1.15342 0.03354 -0.024 -0.077 -0.119
H -0.42397 -2.79215 -2.03067 -0.056 -0.077 0.023
H -1.22920 -4.99481 -2.81619 0.008 0.014 0.041
H -2.71206 -6.90439 -2.55409 -0.079 0.047 -0.026
H -3.74689 -7.04470 -1.10738 -0.068 0.072 -0.085
H -2.08889 -7.56585 -1.05603 0.073 0.033 0.009
H -3.26675 -5.59750 0.89982 0.042 0.013 0.006
H -2.47525 -3.39141 1.70982 -0.010 -0.037 -0.063
O 5.92715 -3.91509 6.32830 -0.016 0.098 -0.298
N 5.96263 -3.39286 5.24296 0.116 0.028 0.106
O 6.93380 -3.28639 4.52237 -0.218 -0.007 0.073
C 4.68349 -2.78145 4.75636 0.099 -0.112 0.004
C 3.71412 -2.63704 5.67815 -0.153 0.032 0.067
C 2.45382 -2.05235 5.32813 -0.068 -0.031 0.201
C 1.37076 -1.91208 6.21849 0.009 -0.014 0.092
C 0.20140 -1.33694 5.78133 0.093 -0.056 -0.004
C 0.11314 -0.88067 4.46289 -0.112 0.062 -0.020
N 1.12867 -1.02124 3.62735 -0.328 0.678 -1.050
C 2.28334 -1.59877 4.02940 -0.365 -0.008 0.487
C 3.29478 -1.74204 3.07667 0.475 -0.079 -0.226
N 3.00900 -1.25164 1.85116 -0.737 0.155 -1.188
C 3.88886 -1.38559 0.87067 -0.017 -0.011 0.031
C 5.10862 -2.02458 1.07012 0.027 -0.021 0.112
C 5.42615 -2.50896 2.31869 0.039 0.025 0.005
C 4.50961 -2.35877 3.38506 0.318 -0.061 -0.077
H 3.89319 -2.96467 6.69330 0.011 -0.060 0.018
H 1.46904 -2.26155 7.23996 -0.025 0.017 -0.018
H -0.65089 -1.22480 6.43672 0.008 0.034 -0.019
H -0.77874 -0.40291 4.08440 0.003 -0.001 -0.024
H 3.61851 -0.98260 -0.09541 -0.042 -0.037 -0.047
H 5.79741 -2.13745 0.24469 -0.006 0.023 0.006
H 6.37402 -2.99200 2.49059 0.029 -0.037 0.007
```
Positions in Å, forces in eV/Å.

The total charge is +4. For the energy, the calculation gives -3160.54326 a.u. As for the energy above the lowest of the compared OMol25 structures with the same formula, charge and spin: 136.0 kJ/mol. Its HOMO-LUMO gap is 4.095 eV.

Calculated atomic charges, method Mulliken, unit e: atom 1 (Pd): 0.691, atom 2 (C): -1.453, atom 3 (C): 0.832, atom 4 (C): -1.041, atom 5 (C): -0.564, atom 6 (C): 0.482, atom 7 (C): -0.193, atom 8 (C): -1.002, atom 9 (S): 0.876, atom 10 (O): -0.783, atom 11 (C): 0.439, atom 12 (C): 0.703, atom 13 (C): -1.429, atom 14 (C): 0.592, atom 15 (C): -0.874, atom 16 (C): -0.862, atom 17 (C): -0.722, atom 18 (C): -0.333, atom 19 (C): 0.463, atom 20 (C): -1.265, atom 21 (C): 1.467, atom 22 (C): 0.338, atom 23 (C): -0.052, atom 24 (C): -0.626, atom 25 (C): -0.844, atom 26 (C): -0.847, atom 27 (C): 0.580, atom 28 (C): -0.965, atom 29 (C): -0.863, atom 30 (C): -0.155, atom 31 (S): 1.118, atom 32 (O): -0.542, atom 33 (C): 0.277, atom 34 (C): -0.677, atom 35 (C): -0.904, atom 36 (C): 0.857, atom 37 (C): -1.487, atom 38 (C): -0.811, atom 39 (C): -0.319, atom 40 (H): 0.389, atom 41 (H): 0.409, atom 42 (H): 0.319, atom 43 (H): 0.445, atom 44 (H): 0.556, atom 45 (H): 0.553, atom 46 (H): 0.486, atom 47 (H): 0.782, atom 48 (H): 0.568, atom 49 (H): 0.532, atom 50 (H): 0.497, atom 51 (H): 0.541, atom 52 (H): 0.694, atom 53 (H): 0.628, atom 54 (H): 0.509, atom 55 (H): 0.489, atom 56 (H): 0.524, atom 57 (H): 0.590, atom 58 (H): 0.575, atom 59 (H): 0.472, atom 60 (H): 0.421, atom 61 (H): 0.392, atom 62 (H): 0.408, atom 63 (H): 0.321, atom 64 (H): 0.456, atom 65 (H): 0.533, atom 66 (O): -0.543, atom 67 (N): 1.017, atom 68 (O): -0.574, atom 69 (C): -0.468, atom 70 (C): -0.665, atom 71 (C): 0.636, atom 72 (C): -0.455, atom 73 (C): -1.194, atom 74 (C): -0.148, atom 75 (N): -0.090, atom 76 (C): -0.268, atom 77 (C): 0.817, atom 78 (N): 0.006, atom 79 (C): 0.018, atom 80 (C): -1.157, atom 81 (C): -0.324, atom 82 (C): 0.326, atom 83 (H): 0.631, atom 84 (H): 0.546, atom 85 (H): 0.467, atom 86 (H): 0.601, atom 87 (H): 0.538, atom 88 (H): 0.462, atom 89 (H): 0.629

***

Molar mass, record by record: 116.08 862.34 g/mol